No. 1
Density functional theory data (wB97M-V/def2-TZVPD) for a molecular structure, C4H3MgO2Tl.

ΔE to the lowest compared entry with this formula, charge and spin in kcal per mole: 38.4
Gap between HOMO and LUMO (spin up / spin down) in eV: 6.8 / 6.5
LUMO energy (spin up / spin down) in eV: -4.30 / -4.55

The geometry in ORCA input format:
```
! wB97M-V def2-TZVPD RIJCOSX def2/J DEFGRID3
* xyz 1 2
Mg -4.00 -0.22 -2.07
O -0.56 -0.67 -0.04
C 0.46 0.09 -0.77
H 1.09 -0.48 -1.47
H 0.01 0.94 -1.29
C 1.64 1.39 1.25
C 1.16 0.40 0.54
C 0.10 -0.34 1.28
O -0.15 -0.88 2.32
Tl -1.83 -2.61 -0.89
H 2.08 2.37 1.13
*
```

Atom charges from the natural (NBO) analysis, given in e for atoms 1 to 4:
1. Mg 0.22
2. O -0.67
3. C -0.09
4. H 0.22

=====

No. 2
Density functional theory data (wB97M-V/def2-TZVPD) for a single CH3NOP2S molecule.

ΔE to the lowest compared entry with this formula, charge and spin in kcal per mole: 66.7
Gap between HOMO and LUMO (spin up / spin down) in eV: 7.1 / 6.6
LUMO energy (spin up / spin down) in eV: -1.41 / -1.75

The geometry in ORCA input format:
```
! wB97M-V def2-TZVPD RIJCOSX def2/J DEFGRID3
* xyz 0 1
C 0.57 0.51 -0.91
N -0.57 1.28 -0.66
O -3.02 0.14 -0.17
P -2.00 1.56 -0.23
P -2.72 -1.41 0.15
S 0.19 -1.31 -0.93
H 1.11 0.84 -1.69
H 1.02 0.58 0.07
H -2.38 -1.32 1.42
*
```

Atom charges from the natural (NBO) analysis, given in e for atoms 1 to 4:
1. C -0.34
2. N -0.92
3. O -1.12
4. P 1.36

=====

No. 3
Density functional theory data (wB97M-V/def2-TZVPD) for a single C6H10 molecule.

ΔE to the lowest compared entry with this formula, charge and spin in kcal per mole: 25.0
Gap between HOMO and LUMO in eV: 10.6
LUMO energy in eV: 1.19
SMILES string: C=CC(C)C=C

The geometry in ORCA input format:
```
! wB97M-V def2-TZVPD RIJCOSX def2/J DEFGRID3
* xyz 0 1
C 0.20 1.47 0.87
C 0.29 -0.01 0.51
C -1.08 -0.64 0.41
C -1.34 -1.90 0.70
C 1.03 0.61 -1.82
C 0.91 -0.27 -0.85
H -0.17 1.58 1.89
H 1.17 1.96 0.78
H -0.51 1.97 0.20
H 0.88 -0.54 1.27
H -0.60 -2.51 1.23
H -1.86 -0.02 -0.05
H -2.26 -2.37 0.38
H 0.73 1.65 -1.69
H 1.43 0.34 -2.80
H 1.19 -1.31 -1.03
*
```

Atom charges from the natural (NBO) analysis, given in e for atoms 1 to 4:
1. C -0.60
2. C -0.31
3. C -0.15
4. C -0.41

=====

No. 4
Density functional theory data (wB97M-V/def2-TZVPD) for 4 unconnected molecules or ions with the total composition C27H55FN3O11.

Gap between HOMO and LUMO in eV: 6.3
LUMO energy in eV: -4.44

The geometry in ORCA input format:
```
! wB97M-V def2-TZVPD RIJCOSX def2/J DEFGRID3
* xyz 1 1
C -1.23 2.09 -2.97
C 0.22 1.60 -3.24
F 0.21 0.77 -4.34
C 0.65 0.80 -2.01
C 0.42 -0.54 -2.02
N 0.75 -1.30 -0.96
C 1.31 -0.76 0.12
C 1.57 0.58 0.21
C 2.22 1.09 1.51
N 1.58 0.47 2.69
C 1.24 1.42 -0.88
C 1.51 2.91 -0.83
O 1.05 3.53 0.36
N -0.25 4.11 0.18
O -0.98 3.68 0.97
H -1.60 2.75 -3.75
H -1.20 2.58 -1.99
H -1.83 1.18 -2.86
H 0.91 2.44 -3.40
H -0.06 -1.00 -2.88
H 0.55 -2.30 -1.03
H 1.52 -1.45 0.93
H 2.12 2.17 1.65
H 3.29 0.85 1.47
H 0.58 0.43 2.53
H 1.93 -0.48 2.79
H 2.57 3.14 -0.98
H 0.98 3.41 -1.67
C 3.17 0.74 5.85
O 4.10 -0.26 5.50
C 5.15 0.23 4.67
C 6.45 -0.48 4.96
O 7.08 -0.07 6.17
C 6.50 -0.52 7.39
C 6.68 -2.00 7.65
O 5.76 -2.76 6.88
C 6.21 -4.08 6.65
H 2.63 1.09 4.96
H 2.45 0.31 6.54
H 3.66 1.58 6.35
H 5.28 1.31 4.82
H 4.86 0.04 3.63
H 7.16 -0.21 4.17
H 6.34 -1.57 4.93
H 5.45 -0.23 7.46
H 7.03 0.02 8.17
H 6.49 -2.21 8.71
H 7.71 -2.28 7.41
H 7.20 -4.08 6.18
H 5.51 -4.56 5.97
H 6.24 -4.65 7.59
C -4.36 -6.67 -2.51
O -2.98 -6.97 -2.68
C -2.34 -6.08 -3.57
C -0.90 -5.85 -3.16
O -0.75 -4.99 -2.02
C -1.11 -5.53 -0.75
C -0.15 -6.60 -0.25
O -0.39 -7.83 -0.90
C 0.74 -8.68 -0.91
H -4.90 -6.82 -3.44
H -4.75 -7.35 -1.75
H -4.49 -5.64 -2.16
H -2.86 -5.12 -3.62
H -2.35 -6.54 -4.57
H -0.40 -5.33 -3.98
H -0.37 -6.79 -3.01
H -2.14 -5.89 -0.75
H -1.06 -4.69 -0.06
H -0.30 -6.75 0.83
H 0.88 -6.27 -0.42
H 1.61 -8.17 -1.35
H 0.51 -9.55 -1.52
H 0.99 -9.01 0.11
C -6.89 5.44 -5.81
O -5.70 5.85 -5.17
C -5.51 7.26 -5.21
C -4.82 7.75 -3.96
O -5.66 7.80 -2.82
C -6.01 6.56 -2.20
C -4.85 5.88 -1.49
O -4.00 5.23 -2.42
C -2.69 5.07 -1.93
H -6.84 5.65 -6.89
H -7.00 4.37 -5.67
H -7.76 5.94 -5.38
H -6.46 7.78 -5.33
H -4.88 7.48 -6.08
H -4.52 8.78 -4.14
H -3.90 7.19 -3.76
H -6.48 5.89 -2.92
H -6.75 6.82 -1.45
H -5.25 5.12 -0.80
H -4.30 6.63 -0.91
H -2.26 6.03 -1.62
H -2.08 4.67 -2.74
H -2.68 4.36 -1.09
*
```

Atom charges from the Mulliken analysis, given in e for atoms 1 to 4:
1. C -0.66
2. C 0.04
3. F -0.36
4. C -0.25

=====

No. 5
Density functional theory data (wB97M-V/def2-TZVPD) for a molecular structure, C2H5N3S.

ΔE to the lowest compared entry with this formula, charge and spin in kcal per mole: 122.1
Gap between HOMO and LUMO in eV: 7.9
LUMO energy in eV: 0.49

The geometry in ORCA input format:
```
! wB97M-V def2-TZVPD RIJCOSX def2/J DEFGRID3
* xyz 0 1
C -0.14 -1.02 0.46
C 1.19 -1.21 0.00
N 0.89 1.15 0.40
N -0.64 0.24 0.66
N -1.60 0.69 -0.20
S 2.14 0.23 -0.32
H -0.84 -1.99 0.40
H 1.70 -2.14 0.04
H 0.45 2.02 -0.17
H -1.73 1.68 -0.15
H -1.41 0.32 -1.13
*
```

Atom charges from the natural (NBO) analysis, given in e for atoms 1 to 4:
1. C -0.12
2. C -0.42
3. N -0.74
4. N -0.09

=====

No. 6
Density functional theory data (wB97M-V/def2-TZVPD) for a single C22H16ClN3O4 molecule.

ΔE to the lowest compared entry with this formula, charge and spin in kcal per mole: 24.9
Gap between HOMO and LUMO in eV: 8.0
LUMO energy in eV: -0.46
SMILES string: Cc1occc1C(=O)NN/C=C1/C(=O)N(c2ccccc2Cl)C(=O)c2ccccc21

The geometry in ORCA input format:
```
! wB97M-V def2-TZVPD RIJCOSX def2/J DEFGRID3
* xyz 0 1
O -2.98 0.83 0.77
O 0.40 3.81 0.93
O -0.20 -4.22 -1.40
Cl -0.58 0.31 3.23
O 3.78 -4.67 -0.16
C -1.96 1.26 0.35
C -0.24 2.90 0.39
C 0.61 -3.30 -1.31
C 3.74 -3.47 0.55
C 2.63 -2.74 0.22
C 1.90 -3.59 -0.72
C 2.68 -4.70 -0.95
C -1.35 0.60 -0.78
C -1.72 -0.74 -0.93
C -2.92 3.13 4.78
C 1.59 2.88 -2.91
C 1.06 1.77 -3.52
C -3.23 3.97 3.69
C -2.06 2.04 4.61
C 1.23 3.23 -1.60
C 0.11 1.01 -2.85
C -2.63 3.72 2.45
C -1.48 1.79 3.39
C 0.23 2.53 -0.93
C -0.32 1.36 -1.54
C -1.76 2.63 2.28
N -1.30 2.27 1.00
N 0.23 -1.99 -1.56
N -1.15 -1.66 -1.80
C 2.37 -5.87 -1.87
H 4.48 -3.16 1.26
H 2.36 -1.81 0.63
H -2.53 -1.11 -0.26
H -3.37 3.34 5.76
H 2.32 3.53 -3.43
H 1.36 1.54 -4.54
H -3.85 4.83 3.78
H -1.88 1.41 5.47
H 1.68 4.09 -1.13
H -0.35 0.11 -3.31
H -2.89 4.34 1.60
H 0.89 -1.25 -1.32
H -1.79 -2.47 -1.96
H 2.28 -6.81 -1.31
H 1.42 -5.71 -2.39
H 3.18 -5.96 -2.63
*
```

Atom charges from the natural (NBO) analysis, given in e for atoms 1 to 4:
1. O -0.57
2. O -0.57
3. O -0.63
4. Cl 0.01